Here is a molecular structure, C13H18FeNO4P at a distorted geometry from the Open Molecules 2025 dataset. Energies are from ωB97M-V/def2-TZVPD.

Each line ends with the Mulliken charge.
Element x y z (Å)
Fe -0.032 0.282 -0.225  0.526
O -3.274 -1.129 1.697  -0.540
C -2.156 -0.858 1.373  0.206
O -1.759 0.144 0.607  -0.730
C -0.978 -1.698 1.801  0.684
C -0.917 -2.666 2.784  -0.608
C 0.325 -3.250 3.035  -0.297
C 1.453 -2.863 2.311  -0.609
C 1.288 -1.887 1.349  0.612
N 0.101 -1.365 1.122  -0.018
C 2.332 -1.233 0.478  0.279
O 3.431 -1.688 0.361  -0.543
O 1.838 -0.159 -0.115  -0.732
H -1.811 -2.939 3.326  0.546
H 0.418 -3.996 3.813  0.459
H 2.431 -3.293 2.481  0.543
C -0.727 0.594 -4.503  -1.407
C -0.456 0.600 -2.993  -0.905
P -0.508 -1.050 -2.162  1.396
C 0.743 -2.040 -3.035  -0.603
C 1.118 -3.354 -2.344  -1.090
C -2.169 -1.696 -2.527  -0.596
C -2.577 -2.917 -1.699  -1.072
H -0.672 1.613 -4.882  0.399
H -1.722 0.210 -4.725  0.349
H 0.016 0.001 -5.034  0.352
H -1.201 1.240 -2.498  0.434
H 0.539 1.026 -2.807  0.417
H 1.627 -1.406 -3.129  0.399
H 0.339 -2.222 -4.034  0.527
H 1.528 -3.176 -1.350  0.191
H 1.884 -3.860 -2.929  0.385
H 0.268 -4.027 -2.256  0.286
H -2.178 -1.924 -3.596  0.519
H -2.866 -0.875 -2.343  0.398
H -1.924 -3.769 -1.877  0.285
H -3.589 -3.213 -1.971  0.388
H -2.577 -2.693 -0.633  0.169

Output
Frontier orbital gap (alpha / beta)   9.4675 / 7.6360 eV
Spin multiplicity   6
Largest force on an atom   2.884 eV Å⁻¹
⟨S²⟩   8.77
Total charge   +1
Energy relative to the best compared isomer or geometry (same formula, charge and spin)   5.6 kcal per mole